Entry 1:
Molecular formula: C11H15N2
Method: DFT, ωB97M-V/def2-TZVPD

Structure (XYZ):
```
28
Properties=species:S:1:pos:R:3:forces:R:3:mulliken_spin:R:1
H 0.215 -3.646 0.684 -0.72 -2.97 -0.34 0.0195
C 0.658 -0.008 0.191 -1.06 0.56 3.06 -0.0055
H -1.661 -3.596 -0.602 0.06 -0.25 -0.06 0.0303
C 1.357 -0.051 -0.944 1.92 -2.08 -1.17 0.0093
H 4.157 1.378 0.160 1.72 0.69 -0.31 -0.0002
H -3.496 1.887 -0.749 0.17 1.11 0.17 -0.0033
C 1.131 0.638 1.343 2.28 -0.19 -3.16 0.0058
H 2.635 1.847 2.057 1.00 0.59 0.97 -0.0003
H 3.298 0.077 -1.819 0.05 0.00 0.29 0.0016
C -2.669 2.620 -0.577 -0.11 -3.38 0.76 -0.0223
N -0.744 -1.919 0.025 4.63 1.81 3.05 0.3087
H 0.230 -2.286 1.895 0.31 -0.94 -2.32 0.0054
C -1.478 1.709 -0.273 -1.10 1.60 -0.09 0.2709
H 0.655 0.800 2.218 -2.14 0.03 2.50 -0.0007
H -2.533 -2.020 -1.054 0.64 -0.23 0.30 0.0245
C 0.266 -2.638 0.759 2.96 4.84 1.60 -0.0263
C -1.629 0.378 -0.211 -2.87 -5.44 1.52 0.0925
C 3.180 1.035 0.105 -0.92 -0.71 1.86 0.0003
H -2.471 3.109 -1.469 0.36 1.07 -1.84 0.0261
H -2.700 -0.147 -0.265 2.37 1.58 -0.13 -0.0022
H -0.516 2.124 -0.159 0.98 0.55 0.17 0.0288
H 1.042 -0.699 -1.737 -0.57 0.10 -0.57 -0.0001
C -1.708 -2.531 -0.547 -6.35 -2.39 -3.43 0.7411
H 1.278 -2.299 0.251 -1.64 -0.95 1.58 0.0124
C 2.716 0.261 -0.919 -0.52 1.22 -1.23 0.0103
N -0.680 -0.589 0.218 -0.42 4.22 -2.07 0.4465
H -2.932 3.365 0.151 0.14 0.08 0.64 0.0253
C 2.400 1.201 1.267 -1.20 -0.51 -1.74 0.0017
```
Positions in Å, forces in eV/Å.

As for the spin multiplicity: 3. As for the total charge: +1. Its calculated total energy is -14617.638 eV. The expectation value of S² is 2.02. For the largest force on an atom, the calculation gives 7.607 eV Å⁻¹. As for the energy relative to the best compared isomer or geometry (same formula, charge and spin): 2.742 eV.

=====

Entry 2:
Molecular formula: C23H22N2O4
Method: DFT, ωB97M-V/def2-TZVPD

Structure (XYZ):
```
51
Properties=species:S:1:pos:R:3:forces:R:3:lowdin_charge:R:1
H -3.348 0.403 -0.847 1.71 1.59 1.28 0.1431
C -2.714 1.182 -0.124 -2.52 -4.40 -5.61 -0.0125
H 2.718 -4.798 -0.626 0.46 1.81 1.19 0.1193
N -1.066 2.632 0.056 4.62 3.05 0.34 0.0472
H 2.722 3.826 -2.736 -1.10 1.26 4.92 0.2419
H 0.274 4.221 1.873 0.14 -1.37 -2.85 0.1720
C -2.540 -1.942 0.140 -5.23 9.56 -5.80 -0.1217
H -0.062 -2.385 -3.127 -1.34 2.36 1.81 0.1626
N 3.911 5.655 -0.647 -2.38 -1.42 -2.06 -0.2731
H -0.084 -5.216 2.324 -1.74 0.32 -2.79 0.1431
H 0.654 2.416 -2.116 0.29 0.31 -0.77 0.0939
C 2.174 4.014 -1.412 -2.94 -4.84 -8.36 -0.0247
C 1.854 4.967 0.759 -4.53 -6.45 -4.37 0.0248
C 0.389 0.006 -0.102 9.07 -0.07 10.43 -0.1463
H 3.438 -2.924 -0.242 -2.79 -2.51 0.16 0.1642
C -2.260 -3.133 0.227 3.44 -7.95 2.40 -0.0627
C 2.463 -3.734 -0.239 4.29 0.21 -7.56 -0.0821
C -1.318 1.616 -0.942 -3.96 -0.38 10.17 -0.2406
H 2.184 5.644 1.343 1.65 4.30 4.95 0.0528
H -0.474 -3.146 3.144 1.42 -0.67 1.60 0.0734
C -2.287 -0.952 1.039 2.27 -3.23 5.32 -0.1972
H 0.763 0.594 0.805 -0.75 -0.34 -0.95 0.1691
C 0.346 3.214 -0.135 -5.79 -3.12 -4.41 -0.2547
C -0.497 0.469 -0.766 -6.57 -0.58 -12.02 -0.2848
C -0.685 -0.406 -1.983 -2.87 0.30 -1.12 -0.0519
O 4.428 5.440 -1.793 -0.57 1.51 4.29 -0.0002
H -0.413 -5.379 0.569 5.93 -4.36 -11.61 -0.0879
C -0.172 -1.605 -2.219 5.54 -4.71 1.21 -0.0072
H -1.473 1.907 -1.874 -0.76 1.55 -3.94 0.0990
C -0.744 -5.057 1.313 -8.89 3.83 13.11 0.0092
C -0.933 -2.924 2.257 -4.54 8.42 -0.91 -0.0305
H -2.502 -3.787 -0.523 -0.56 -1.65 -1.70 0.1102
H 1.974 -3.811 0.596 -2.58 -0.01 5.01 -0.0140
H -1.508 -0.274 -2.733 0.66 1.10 0.66 0.1339
H 1.771 -1.450 0.732 -0.76 0.76 -1.59 0.1354
C -2.531 0.428 1.199 -1.94 -6.21 -16.89 -0.5434
C -1.585 -1.497 2.089 4.41 -0.31 6.58 0.0737
H -3.100 -1.509 -0.811 0.97 -1.45 1.74 0.1611
C 0.932 3.207 -1.448 3.19 1.59 3.92 0.0388
H -3.513 1.873 -0.048 0.02 1.70 0.34 0.0952
O 1.537 -3.431 -1.349 -1.34 4.30 1.81 -0.1654
H -1.772 -5.668 1.369 2.29 0.36 0.53 0.1292
C 1.135 -1.148 -0.171 1.40 -4.57 0.57 -0.0360
O 4.212 6.371 0.291 0.78 -0.66 -1.77 0.0656
H -1.404 2.654 1.092 0.80 -0.71 -2.89 0.1583
C 0.742 4.019 0.774 2.54 6.84 9.51 -0.0502
C 0.874 -2.080 -1.151 -0.46 -0.65 -2.07 -0.1302
C 2.429 4.852 -0.416 5.86 2.08 -2.06 -0.1727
H -1.136 -0.819 3.272 -1.85 -1.43 -4.15 0.2168
O -2.367 1.087 2.021 2.42 10.32 16.82 0.2077
C -1.437 -3.619 1.294 2.57 -5.38 -2.42 -0.2516
```
Positions in Å, forces in eV/Å.

Its calculated total energy is -35357.028 eV. For the largest force on an atom, the calculation gives 19.882 eV Å⁻¹. As for the energy relative to the best compared isomer or geometry (same formula, charge and spin): 23.192 eV.

=====

Entry 3:
Molecular formula: C19H22N8O3SW
Method: DFT, ωB97M-V/def2-TZVPD

Structure (XYZ):
```
54
Properties=species:S:1:pos:R:3:forces:R:3:mulliken_spin:R:1
N 1.310 3.782 3.939 0.00 0.00 -0.01 0.0134
C 0.405 1.558 -3.356 0.00 -0.01 -0.01 0.0022
C -3.234 1.209 -0.703 -0.02 0.01 0.00 -0.0090
C -1.820 2.230 0.826 -0.04 0.04 -0.01 0.0354
H 3.355 0.312 1.661 0.00 0.01 0.00 -0.0014
O 2.022 -4.103 0.077 0.01 0.00 -0.03 0.0006
N -2.118 1.179 0.037 0.06 0.00 0.03 -0.0396
C 1.005 2.929 2.980 0.00 0.01 0.02 0.0041
H 2.203 3.720 4.400 0.00 0.00 0.00 -0.0007
C 2.696 -3.189 2.233 0.00 -0.03 0.00 0.0051
N -0.218 3.077 2.384 0.02 -0.03 -0.02 0.0115
H -3.432 0.340 -1.317 0.00 0.00 0.00 0.0088
C -0.255 -0.978 -2.638 0.02 0.01 -0.06 0.0073
H 2.520 -4.916 0.217 0.00 0.00 -0.01 -0.0001
H -0.165 -4.969 1.364 0.00 -0.01 0.00 -0.0005
C -2.750 -1.448 1.192 -0.03 -0.02 -0.03 0.0245
H 3.369 -2.520 1.697 0.00 0.00 -0.01 -0.0001
H 0.238 -4.258 2.943 0.00 0.01 0.00 -0.0014
C 0.650 -4.660 2.019 -0.03 -0.01 -0.02 0.0049
H 2.248 -0.344 0.493 0.00 -0.01 0.01 0.0049
N -0.300 -0.011 -1.700 -0.04 0.01 0.02 -0.0028
C 0.732 -2.420 0.984 0.05 -0.02 -0.10 -0.0061
H 1.248 -5.538 2.266 0.00 0.00 0.00 0.0007
C -3.803 3.360 0.156 0.01 0.02 0.01 0.0061
H 0.653 4.496 4.206 0.00 0.00 0.00 -0.0005
H 2.325 -2.700 3.134 -0.01 0.00 0.00 -0.0007
C 1.521 1.119 1.732 0.00 0.02 0.00 0.0172
O 0.783 -1.825 -0.154 -0.04 -0.02 0.03 -0.0051
H 0.108 -1.543 -4.651 0.00 0.00 0.00 -0.0001
O -0.079 -1.879 1.796 0.00 0.03 0.03 -0.0023
H -4.468 4.211 0.207 0.00 0.00 0.00 -0.0003
C 1.546 -3.641 1.320 0.05 0.07 0.11 0.0184
N 2.416 0.229 1.304 0.00 -0.02 -0.02 0.0140
C 0.438 0.566 -4.341 0.00 0.02 0.01 0.0032
S -2.620 -2.325 -0.201 -0.01 0.01 0.00 0.0235
N 0.249 1.073 1.212 -0.04 -0.06 -0.03 -0.0131
H -0.491 -1.982 -2.317 -0.01 0.00 0.01 0.0073
C -4.096 2.289 -0.672 0.00 -0.03 -0.01 -0.0089
W -0.840 -0.562 0.327 0.06 -0.01 0.03 1.8340
C 0.097 -0.725 -3.944 -0.01 -0.02 0.01 -0.0052
H 1.855 1.267 -5.768 0.00 0.00 0.00 0.0004
H -2.359 4.145 1.572 -0.01 0.01 0.00 0.0002
N -2.463 -0.634 1.998 0.01 0.02 0.02 0.0293
H -4.986 2.276 -1.285 0.00 0.00 0.00 0.0006
H 0.190 1.667 -6.151 0.00 0.00 0.00 0.0005
H 0.669 2.580 -3.591 0.00 0.00 -0.01 0.0009
C 0.037 1.243 -2.073 0.00 0.00 -0.01 -0.0025
H 3.264 -4.070 2.533 -0.01 0.00 0.00 0.0011
H 0.773 0.012 -6.390 0.00 0.00 0.00 -0.0001
H 0.009 2.003 -1.306 0.00 0.00 0.01 0.0025
C -0.529 2.142 1.549 -0.01 0.03 0.01 0.0237
N 1.902 2.007 2.628 0.00 0.00 0.00 -0.0026
C -2.641 3.334 0.917 0.01 -0.02 0.00 -0.0026
C 0.832 0.885 -5.745 0.01 0.00 0.00 -0.0002
```
Positions in Å, forces in eV/Å.

As for the spin multiplicity: 3. As for the total charge: +2. Its calculated total energy is -50774.333 eV. The expectation value of S² is 2.01. For the largest force on an atom, the calculation gives 0.138 eV Å⁻¹. As for the energy relative to the best compared isomer or geometry (same formula, charge and spin): 0.525 eV.

=====

- What is the energy relative to the best compared isomer or geometry (same formula, charge and spin) in the third record?
  0.525 eV

=====

- Which of these has the lowest energy relative to the best compared isomer or geometry (same formula, charge and spin)?
  C19H22N8O3SW

=====

- Which formula does entry 1 have?
  C11H15N2

=====

- What is the formula in the third record?
  C19H22N8O3SW